168
Properties=species:S:1:pos:R:3:forces:R:3 method="wB97M-V/def2-TZVPD" charge=-1 homo_lumo_gap_ev=6.442 molar_mass_da=1153.0
C -1.1171 0.9663 2.0763 0.4333 0.3409 -0.7896
C -0.0710 -0.0438 1.3992 -1.1887 2.0504 1.8283
N -0.7348 -1.3400 1.3483 0.9531 0.6494 -0.0478
P -0.0392 -2.6941 0.3349 -2.5403 0.0852 -0.0783
C -0.3636 -1.6115 -1.2462 -0.1872 0.6712 -0.4210
C -1.7591 -1.0077 -1.5379 -0.2240 1.8566 -1.2367
C -2.0076 0.4954 -1.1353 -0.5752 0.1211 -0.9886
C -2.8669 1.2059 -2.2491 -0.0231 -1.4858 0.4211
C -4.2555 0.4837 -2.3035 0.4171 1.2038 -0.1970
O -4.3425 -0.3883 -3.4333 -0.4890 -0.2061 0.4814
C -4.8490 -1.6774 -3.1042 0.5111 -0.7201 -0.0977
C -1.8115 -3.4527 0.2618 -1.6051 -0.3001 0.4578
C -2.9342 -2.7398 1.0440 -0.1309 -0.4637 0.0032
O -4.1464 -3.5830 0.8157 0.1522 0.6156 0.6397
C -5.2502 -2.9120 1.2374 1.0764 -0.5574 1.0487
C -5.3722 -2.5456 2.7307 0.5551 -0.4228 -0.8234
O -6.0834 -2.6455 0.4468 -1.9890 0.5864 -1.2341
C 0.7330 -4.0041 -0.8539 0.7822 -1.3282 -0.1051
C -0.1648 -4.9236 -1.7053 1.6915 0.0462 -2.0392
C 0.7124 -5.4208 -2.9256 -0.6606 0.7201 0.0442
I -0.8154 -6.7964 -0.8362 -0.2515 0.2988 0.2636
B 0.0606 -3.9343 1.8729 0.6488 -1.4149 1.4766
O 0.9026 -5.0948 1.9377 -0.6522 0.4752 -0.8768
N -0.8101 -3.8892 3.1005 -0.6750 -0.0762 0.0837
C -0.0578 -3.5121 4.3082 0.2680 1.5172 -0.4852
C -1.4831 -5.1683 3.3897 0.9872 -0.3580 0.7498
N 1.6436 -1.9668 0.6778 2.4483 0.4072 -0.6626
C 2.5529 -1.5738 -0.2896 -1.3258 2.0970 1.2430
O 3.3581 -2.1517 -0.8714 2.3559 -2.4487 -2.0019
F 2.5985 -0.1974 -0.5111 -0.9220 -0.0179 0.4641
C 2.3689 -2.3421 1.7971 1.0310 -1.2862 -2.2676
O 2.4050 -1.8408 2.8356 -0.9498 1.6512 3.4657
F 3.3047 -3.3424 1.6404 -0.4675 -0.1057 -0.8875
H -2.1286 0.5327 2.0650 0.3715 0.0788 0.2560
H -1.1791 1.9012 1.4818 0.0218 -0.3444 0.2697
H -0.7984 1.2712 3.0872 -0.3060 -0.3257 -0.2121
H 0.2321 0.4611 0.4789 -0.0618 -0.9011 -0.1668
H 0.7779 0.0482 2.1120 0.0281 -0.6222 -0.6923
H -0.7725 -1.5763 2.3405 -0.2722 -0.5775 -0.2909
H 0.2996 -0.7262 -1.3305 -0.0081 -0.4444 0.2684
H -0.1259 -2.1751 -2.1696 0.0088 -0.1342 0.6565
H -2.6840 -1.5518 -1.3226 0.5937 -0.3627 0.3666
H -1.8159 -0.8941 -2.6475 0.2114 -0.5201 0.4419
H -2.6269 0.5479 -0.2252 0.7387 0.1861 0.0774
H -1.0723 1.0753 -1.0851 -0.2082 -0.3970 0.4739
H -2.3851 1.0346 -3.2276 -0.1623 0.3781 0.3295
H -2.9419 2.2897 -2.0606 -0.1337 -0.4112 -0.0661
H -4.3755 -0.0635 -1.3513 -0.2544 0.1056 -0.4415
H -5.0520 1.2483 -2.4048 0.1079 -0.4142 0.1892
H -5.4732 -1.7016 -2.1956 0.2263 0.1662 -0.2809
H -3.9802 -2.3519 -2.9564 -0.4676 0.1257 0.1394
H -5.4347 -2.1161 -3.9309 0.1787 0.5381 0.1309
H -2.2763 -3.5628 -0.7339 0.5963 -0.0476 0.0986
H -1.8659 -4.4851 0.6845 0.3111 0.3917 -0.3130
H -2.7996 -2.6935 2.1307 0.3926 -0.0288 -0.3769
H -3.1990 -1.7410 0.6688 0.3909 -0.2742 0.0270
H -4.7531 -1.6463 2.8794 -0.2327 -0.3508 0.2465
H -6.4220 -2.3402 2.9713 0.3870 -0.0673 -0.0994
H -4.9678 -3.3992 3.2974 -0.1331 0.5258 0.0940
H 1.4902 -4.6627 -0.3744 -0.5893 0.2914 0.2289
H 1.3900 -3.5558 -1.6268 -0.5467 0.3928 0.4621
H -0.9859 -4.4209 -2.2405 -0.2180 -0.2699 0.9854
H 0.0963 -6.0253 -3.6131 0.4362 -0.1185 0.3730
H 1.6268 -5.9297 -2.5921 -0.3539 0.0073 -0.1814
H 0.9896 -4.5157 -3.5037 0.0605 -0.3656 0.3166
H 0.4957 -5.8814 1.5448 0.2691 0.0720 0.0307
H -0.5234 -3.8767 5.2362 0.1174 -0.1543 -0.4231
H 1.0093 -3.8065 4.2417 -0.4361 -0.1846 0.3573
H -0.0689 -2.4017 4.3808 0.1932 -0.4693 0.0899
H -1.7825 -5.7470 2.5025 -0.2235 0.4971 0.1997
H -0.7654 -5.8180 3.9483 -0.4215 0.0198 -0.3370
H -2.3150 -4.9871 4.0960 0.0305 -0.1256 -0.5797
C 2.2419 1.9730 -2.8486 -0.0601 -0.1358 -0.0098
O 1.4869 2.5654 -1.8021 0.1806 0.1319 -0.1762
C 2.2990 3.2516 -0.8627 -0.4944 -0.0731 0.1176
C 2.2418 4.7496 -1.0802 0.4709 -0.0400 0.0549
O 2.8588 5.1187 -2.3101 -0.1987 -0.0067 -0.0850
C 1.9161 5.3984 -3.3285 0.1241 0.0271 0.0125
H 1.5454 1.6323 -3.6150 -0.0677 0.0167 0.0813
H 2.9377 2.6859 -3.3007 -0.0069 0.0271 0.0171
H 2.7944 1.1109 -2.4675 0.0558 0.0116 -0.0651
H 3.3314 2.8917 -0.9009 0.0054 0.0452 -0.0334
H 1.8998 3.0242 0.1312 0.0616 0.0063 0.0307
H 2.8030 5.2442 -0.2804 -0.0295 -0.0063 0.0195
H 1.2089 5.1095 -1.0385 -0.0224 -0.0717 -0.0525
H 1.4184 6.3522 -3.1250 -0.0325 -0.2115 -0.0585
H 1.1704 4.6054 -3.4238 0.0016 -0.0010 0.0404
H 2.4550 5.4809 -4.2733 0.0520 0.0174 0.0383
C 5.9480 2.2538 -7.4060 -0.1049 -0.0316 0.0472
O 5.1875 2.8569 -6.3739 0.2261 0.0735 -0.1515
C 5.9943 3.5520 -5.4306 -0.4985 0.0021 0.1204
C 5.9427 5.0494 -5.6569 0.4816 0.0042 0.0432
O 6.5717 5.4153 -6.8810 -0.2527 -0.0766 -0.0825
C 5.6394 5.6958 -7.9100 0.1361 0.0522 -0.0090
H 5.2575 1.9095 -8.1756 -0.0434 -0.0045 0.0774
H 6.6502 2.9606 -7.8560 0.0272 -0.0081 0.0242
H 6.4961 1.3908 -7.0142 0.0769 -0.0001 -0.0666
H 7.0265 3.1899 -5.4567 0.0096 0.0578 -0.0585
H 5.5846 3.3338 -4.4394 0.0440 0.0301 0.0225
H 6.4969 5.5452 -4.8540 -0.0517 -0.0173 0.0346
H 4.9108 5.4118 -5.6258 -0.0189 -0.0766 -0.0244
H 5.1386 6.6502 -7.7143 -0.1006 -0.0288 -0.0440
H 4.8948 4.9028 -8.0106 -0.0339 0.0083 0.0407
H 6.1885 5.7773 -8.8481 0.0525 0.0218 0.0630
C 1.5096 -4.3306 9.5647 -0.0747 0.0229 -0.0905
O 1.5847 -4.2048 8.1563 0.0943 0.0515 0.2293
C 1.8594 -2.8722 7.7360 -0.0584 -0.2895 -0.4024
C 3.3080 -2.7111 7.3238 0.0088 0.3910 0.2324
O 4.1844 -2.8364 8.4414 -0.0574 -0.2620 -0.0329
C 4.8225 -4.0996 8.4927 0.0641 0.1236 0.0643
H 1.4857 -5.3932 9.8080 -0.0270 0.0029 -0.0865
H 2.3739 -3.8785 10.0590 -0.0057 0.0271 -0.0078
H 0.5889 -3.8652 9.9323 0.0280 -0.0135 0.1377
H 1.5932 -2.1539 8.5177 0.0776 -0.0228 0.0365
H 1.2245 -2.6757 6.8668 0.0317 0.0510 -0.0062
H 3.4480 -1.7040 6.9203 -0.0302 -0.0318 -0.0559
H 3.5707 -3.4266 6.5396 -0.0643 -0.0291 0.0267
H 5.5806 -4.1707 7.7057 -0.0191 -0.1171 -0.0220
H 4.1082 -4.9201 8.3908 -0.0074 -0.0030 -0.0587
H 5.3166 -4.1877 9.4608 -0.0043 0.0841 -0.0165
C -4.0037 -7.8136 10.9293 0.0466 -0.1004 -0.0511
O -3.0105 -8.1185 9.9666 -0.1009 0.2034 0.1479
C -2.7516 -7.0325 9.0822 0.2762 -0.3815 -0.0804
C -1.4676 -6.3152 9.4459 -0.2474 0.4444 -0.0771
O -1.5866 -5.6352 10.6925 0.0544 -0.2706 0.0866
C -0.9547 -6.3269 11.7545 -0.0417 0.1525 0.0060
H -4.0088 -8.6114 11.6720 0.0261 -0.0339 -0.0725
H -3.7991 -6.8662 11.4345 -0.0233 0.0199 -0.0264
H -4.9889 -7.7704 10.4532 -0.0481 0.0707 0.0681
H -3.5943 -6.3350 9.0640 0.0391 0.0329 0.0586
H -2.6432 -7.4572 8.0797 -0.0014 0.0563 -0.0186
H -1.2632 -5.5543 8.6864 0.0419 -0.0555 -0.0317
H -0.6234 -7.0109 9.4594 -0.0538 -0.0481 0.0233
H 0.1339 -6.2557 11.6557 0.0240 -0.1062 0.0492
H -1.2532 -7.3772 11.7898 0.0332 -0.0246 -0.0394
H -1.2506 -5.8503 12.6893 -0.0010 0.0610 -0.0607
C -1.9297 4.3658 -4.5847 0.0286 -0.1347 0.1147
O -2.0788 3.0172 -4.9949 0.0386 0.3314 -0.1845
C -2.9713 2.8794 -6.0900 0.1640 -0.4938 0.1912
C -2.2192 2.6688 -7.3884 -0.2863 0.3415 -0.1867
O -1.4923 3.8348 -7.7654 0.1625 -0.1107 0.1501
C -0.1073 3.7274 -7.4829 -0.0469 0.0869 -0.0718
H -1.1025 4.4169 -3.8767 -0.0636 -0.0941 0.0161
H -1.7078 5.0213 -5.4296 -0.0343 0.0044 -0.0044
H -2.8419 4.7074 -4.0838 0.0158 0.1207 -0.0127
H -3.6393 3.7437 -6.1622 0.0585 0.0346 -0.0566
H -3.5850 1.9942 -5.8918 -0.0276 0.0085 -0.0284
H -2.9427 2.4724 -8.1866 -0.0009 -0.0387 0.0175
H -1.5553 1.8023 -7.3155 0.0081 0.0283 0.0877
H 0.3666 3.0297 -8.1815 0.0812 -0.0377 0.0771
H 0.0738 3.4007 -6.4563 -0.0058 -0.0530 -0.0011
H 0.3408 4.7125 -7.6179 -0.0639 -0.0008 -0.0561
C -1.8111 10.9891 -4.9743 0.0854 0.0454 -0.0459
O -0.4244 10.7254 -4.8456 -0.2280 -0.0936 0.0651
C -0.1170 9.9602 -3.6864 0.3752 0.1080 -0.2774
C 0.1485 8.5090 -4.0342 -0.3602 -0.0412 0.3371
O -1.0310 7.8599 -4.4891 0.0943 0.1205 -0.1880
C -1.0652 7.7074 -5.8986 -0.0683 -0.0771 0.0429
H -1.9834 11.4076 -5.9656 0.0811 0.0177 0.0223
H -2.4063 10.0786 -4.8704 -0.0011 0.0061 0.0373
H -2.1262 11.7215 -4.2237 -0.0987 -0.0305 0.0117
H -0.9151 10.0408 -2.9423 -0.0298 -0.0688 -0.0369
H 0.7926 10.3891 -3.2539 -0.0089 -0.0317 0.0468
H 0.4718 7.9855 -3.1293 -0.0211 0.1680 -0.0239
H 0.9499 8.4269 -4.7751 -0.0147 0.0608 -0.0131
H -0.3503 6.9383 -6.2100 0.0194 0.0411 -0.1046
H -0.8459 8.6457 -6.4137 0.0588 0.0083 0.0149
H -2.0672 7.3838 -6.1793 0.0226 -0.0425 0.0826